Density functional theory data (ωB97M-V/def2-TZVPD) for an isolated ion of composition C4H12BIOP and charge -1.

The geometry in XYZ format:
```
20
Properties=species:S:1:pos:R:3:forces:R:3:nbo_charge:R:1
I 1.24150 -2.11014 -1.33924 0.037 -0.031 -0.096 -0.062
P -2.24383 0.79662 -0.27613 -0.017 -0.132 0.095 0.773
O -1.68901 1.37656 1.25214 0.069 -0.125 0.009 -1.010
C -2.30837 -1.03188 0.14371 -0.041 -0.056 -0.039 -0.976
C 0.77034 0.85929 -0.51094 0.043 0.090 -0.026 -0.674
C 2.61257 -0.40407 0.70822 0.004 0.014 -0.010 -0.637
C 1.22436 -0.45348 0.08693 -0.117 0.126 0.271 -0.207
B -0.62109 0.99488 -1.35950 0.110 0.185 -0.045 -0.485
H 2.57550 0.24134 1.59194 0.018 0.039 -0.048 0.205
H 0.62940 1.50223 0.37235 0.155 0.025 -0.017 0.229
H -0.72072 0.20942 -2.29166 -0.103 -0.041 0.065 -0.022
H -1.67843 -1.62472 -0.52225 -0.044 0.020 -0.029 0.230
H -3.33605 -1.39846 0.07232 0.056 -0.040 0.022 0.203
H -2.21907 0.96922 1.94294 -0.098 0.166 -0.035 0.461
H 2.97860 -1.38688 1.00724 -0.048 0.013 0.066 0.203
H -1.96244 -1.20992 1.16830 0.033 0.051 -0.021 0.199
H 3.32612 0.02341 0.00023 -0.013 -0.015 0.016 0.202
H 1.61431 1.28708 -1.07122 -0.076 -0.044 -0.067 0.190
H -0.69218 2.13679 -1.80950 0.042 -0.053 0.043 -0.027
H 0.49849 -0.77728 0.83413 -0.010 -0.191 -0.154 0.203
```
Positions in Å, forces in eV/Å.

Calculated values
Charge: -1
Electronic energy in Ha: -898.7942
Kohn-Sham gap in eV: 6.2
Max |F| in eV/A: 0.32
Relative energy (zero: lowest compared OMol25 entry of this formula, charge and spin) in kJ/mol: 5.86
LUMO in Eh: 0.106
HOMO in eV: -3.27